i) This record from the Open Molecules 2025 dataset describes a structure of composition C7H14S. The level of theory is ωB97M-V/def2-TZVPD.

Results
**Multiplicity**: 1
**Frontier orbital gap**: 0.3549 Ha

Atoms and positions in Å:
C: -2.10 0.50 1.81
C: -0.97 -0.41 1.25
C: -0.23 0.28 0.02
C: -0.41 1.63 -0.15
C: 1.16 -0.32 -0.32
C: 0.85 -1.81 -0.92
C: 1.83 0.53 -1.42
H: -1.51 1.42 2.10
H: -2.61 -0.08 2.63
H: -2.74 0.88 1.06
H: -0.21 -0.94 2.08
H: -1.48 -1.36 0.83
H: 0.59 1.97 -0.66
H: -0.86 2.26 0.49
H: 1.59 -0.73 0.71
H: 0.70 -1.85 -2.10
H: 0.15 -2.30 -0.30
H: 1.72 -2.50 -0.54
H: 0.79 1.29 -1.93
H: 2.38 -0.20 -2.38
H: 2.65 1.17 -0.75
S: -1.28 0.56 -1.52

Electronic structure analysis, natural (NBO) charges in units of e: -0.62 -0.41 -0.06 -0.44 -0.29 -0.62 -0.68 0.19 0.23 0.22 0.22 0.22 0.24 0.22 0.24 0.23 0.21 0.20 0.26 0.24 0.22 -0.01

***

ii) This record from the Open Molecules 2025 dataset describes the molecule C7H14S. The level of theory is ωB97M-V/def2-TZVPD.

Results
**SMILES**: CC[S@@H]1=CC[C@H](C)C=1
**Multiplicity**: 1
**Frontier orbital gap**: 0.2754 Ha

Atoms and positions in Å:
C: -3.10 0.61 0.12
C: -2.23 -0.46 -0.48
S: -0.61 -0.48 0.43
C: 0.02 0.98 0.21
C: 1.43 1.07 0.67
C: 2.03 -0.33 0.31
C: 2.49 -0.53 -1.20
C: 1.12 -1.29 0.94
H: -4.10 0.25 0.17
H: -2.73 0.85 1.10
H: -3.12 1.52 -0.47
H: -1.97 -0.35 -1.59
H: -2.81 -1.40 -0.39
H: -1.22 -0.81 1.68
H: -0.55 1.77 -0.42
H: 2.10 1.85 0.38
H: 1.26 1.10 1.77
H: 2.98 -0.38 0.94
H: 1.58 -0.30 -1.68
H: 2.90 -1.55 -1.49
H: 3.24 0.20 -1.62
H: 1.28 -2.30 0.62

Electronic structure analysis, natural (NBO) charges in units of e: -0.63 -0.56 0.98 -0.76 -0.42 -0.31 -0.63 -0.51 0.22 0.22 0.22 0.23 0.23 -0.02 0.25 0.23 0.21 0.25 0.20 0.21 0.20 0.18

***

Energies relative to the minimum, eV: i) 0.000; ii) 1.555

***

i) This record from the Open Molecules 2025 dataset describes a cluster of 2 separate species, C3H9NO4S in total. The level of theory is ωB97M-V/def2-TZVPD.

Results
**Multiplicity**: 1
**Frontier orbital gap**: 0.3026 Ha

Atoms and positions in Å:
C: -1.76 -1.43 -0.70
C: -1.65 -0.25 0.24
C: 0.35 0.89 -0.20
N: 1.03 1.90 -0.71
O: 0.90 -1.59 0.85
O: 1.99 -0.80 -1.20
O: 2.60 0.22 0.91
O: -0.93 0.83 -0.37
S: 1.47 -0.52 0.11
H: -2.34 -2.22 -0.23
H: -2.25 -1.13 -1.62
H: -0.77 -1.82 -0.93
H: -1.15 -0.51 1.18
H: -2.64 0.18 0.46
H: 0.38 1.08 1.88
H: 0.57 2.79 -0.87
H: 2.02 1.89 -0.54
H: 2.18 0.49 1.75

Electronic structure analysis, natural (NBO) charges in units of e: -0.64 -0.08 0.38 -0.79 -0.90 -0.93 -0.89 -0.49 2.33 0.23 0.21 0.23 0.24 0.20 -0.48 0.41 0.42 0.54

***

ii) This record from the Open Molecules 2025 dataset describes the molecule C3H9NO4S. The level of theory is ωB97M-V/def2-TZVPD.

Results
**SMILES**: CCN[C@H](O)S(=O)(=O)O
**Multiplicity**: 1
**Frontier orbital gap**: 0.3564 Ha

Atoms and positions in Å:
C: 2.57 0.17 0.16
C: 1.12 -0.37 0.42
N: 0.32 -0.55 -0.79
C: -0.69 0.52 -1.01
O: -0.66 1.75 -0.49
S: -2.29 -0.30 -0.16
O: -3.50 0.25 -0.74
O: -2.16 -1.69 -0.16
O: -1.99 0.21 1.38
H: 2.92 -0.09 -0.87
H: 2.82 1.22 0.20
H: 3.26 -0.42 0.73
H: 0.53 0.20 1.25
H: 1.38 -1.32 0.88
H: -0.23 -1.38 -0.98
H: -0.91 0.52 -2.09
H: -0.24 1.80 0.33
H: -2.25 -0.51 1.95

Electronic structure analysis, natural (NBO) charges in units of e: -0.63 -0.25 -0.66 0.14 -0.67 2.20 -0.91 -0.97 -0.90 0.22 0.21 0.21 0.18 0.22 0.41 0.21 0.49 0.50

***

Energies relative to the minimum, eV: i) 1.843; ii) 0.000